Entry from OMol25: a molecular structure, C34H35FKN12O2SSi (ωB97M-V/def2-TZVPD).

Last column: Mulliken charge in e.
Positions of all 87 atoms, in Å:
1 K -1.12 0.50 -0.10  1.19
2 C 3.60 -0.99 3.86  -1.04
3 Si 3.34 0.48 2.68  -0.03
4 C 4.02 -0.19 1.06  -0.53
5 C 4.56 1.84 3.19  -1.10
6 N 1.74 1.00 2.50  -0.09
7 C 1.01 1.44 3.54  0.28
8 C 1.43 1.56 4.91  -0.14
9 C 0.61 2.02 5.93  -0.94
10 C -0.70 2.42 5.69  -0.44
11 C -1.15 2.34 4.38  -0.58
12 C -0.33 1.88 3.38  0.06
13 F -0.88 1.83 2.13  -0.10
14 H 4.62 -1.38 3.76  0.33
15 H 2.91 -1.79 3.58  0.25
16 H 3.43 -0.76 4.92  0.38
17 H 5.09 -0.38 1.15  0.44
18 H 3.87 0.50 0.22  0.10
19 H 3.53 -1.14 0.82  -0.11
20 H 5.59 1.48 3.18  0.31
21 H 4.35 2.24 4.19  0.31
22 H 4.49 2.68 2.49  0.29
23 H 2.44 1.28 5.17  0.19
24 H 1.02 2.07 6.94  0.36
25 H -1.34 2.79 6.48  0.36
26 H -2.16 2.64 4.10  0.42
27 S 5.45 -4.09 -3.33  0.08
28 N 4.98 -2.55 -3.37  -0.71
29 C 3.94 -2.44 -2.57  0.93
30 C 3.20 -1.23 -2.30  0.71
31 C 3.52 0.01 -2.86  -0.84
32 C 2.78 1.11 -2.51  -0.91
33 C 1.73 0.94 -1.60  -0.59
34 N 1.41 -0.22 -1.07  0.94
35 C 2.12 -1.30 -1.41  -0.75
36 C 1.73 -2.58 -0.78  -0.40
37 N 0.68 -2.56 0.04  -0.03
38 C 0.35 -3.67 0.66  -0.49
39 C 1.02 -4.88 0.50  -0.95
40 C 2.09 -4.92 -0.36  -0.74
41 C 2.47 -3.74 -1.02  0.59
42 C 3.59 -3.67 -1.94  0.86
43 N 4.37 -4.68 -2.27  -0.73
44 H 4.35 0.08 -3.55  0.53
45 H 2.99 2.09 -2.92  0.48
46 H 1.13 1.79 -1.30  0.58
47 H -0.50 -3.60 1.34  0.52
48 H 0.71 -5.76 1.04  0.43
49 H 2.66 -5.83 -0.54  0.50
50 C -1.86 3.67 -2.24  -1.68
51 N -2.41 2.72 -1.29  0.04
52 C -3.68 2.54 -1.37  0.09
53 C -4.51 1.69 -0.57  -0.27
54 C -5.88 1.53 -0.84  -0.74
55 C -6.37 0.68 0.15  -0.97
56 C -5.26 0.38 0.96  -0.37
57 N -4.13 0.97 0.54  -0.20
58 C -1.51 3.08 -3.60  0.61
59 C -1.65 3.86 -4.74  -0.64
60 C -1.32 3.36 -6.00  -0.52
61 C -0.85 2.06 -6.12  -0.57
62 C -0.71 1.27 -4.99  -0.67
63 C -1.04 1.78 -3.74  0.28
64 H -0.95 4.11 -1.81  0.43
65 H -2.55 4.51 -2.41  0.48
66 H -4.25 3.09 -2.14  0.27
67 H -6.42 1.99 -1.65  0.40
68 H -7.39 0.33 0.28  0.43
69 H -5.27 -0.24 1.85  0.35
70 H -2.02 4.87 -4.65  0.35
71 H -1.44 3.99 -6.87  0.36
72 H -0.60 1.66 -7.10  0.38
73 H -0.35 0.25 -5.07  0.48
74 H -0.91 1.15 -2.87  0.47
75 N -2.47 -0.87 2.27  -0.34
76 N -3.11 -2.09 1.93  -0.12
77 C -3.02 -2.58 0.69  0.10
78 N -3.61 -3.78 0.47  -0.37
79 N -2.41 -1.79 -0.18  -0.02
80 N -2.11 -2.24 -1.42  0.97
81 O -1.52 -1.42 -2.11  -0.57
82 O -2.40 -3.37 -1.83  -0.84
83 H -2.63 -0.75 3.27  0.36
84 H -3.00 -0.10 1.81  0.24
85 H -3.83 -2.45 2.54  0.21
86 H -3.84 -4.35 1.25  0.18
87 H -3.44 -4.19 -0.44  0.24

molecular weight = 761.99 g mol⁻¹
energy above the lowest of the compared OMol25 structures with the same formula, charge and spin = 125.3 kJ/mol
charge = -1
2S+1 = 1
HOMO = -3.4 eV


Entry from OMol25: a molecular structure, C33H39BN4NiO2P2 (ωB97M-V/def2-TZVPD).

Last column: Mulliken charge in e.
Positions of all 82 atoms, in Å:
1 Ni -3.00 2.70 -1.18  -0.02
2 C -4.04 1.72 0.59  -0.40
3 C -2.68 1.95 0.74  -0.07
4 C -1.63 0.87 0.63  -0.94
5 C -0.99 0.74 -0.77  -0.35
6 C -1.95 0.94 -1.91  -0.19
7 C -3.25 0.49 -1.96  -0.40
8 C -3.92 -0.35 -0.93  -0.83
9 C -4.69 0.45 0.17  -1.10
10 C -3.36 3.59 -2.81  -1.10
11 H -4.74 2.45 0.98  0.73
12 H -2.38 2.87 1.25  0.55
13 H -2.02 -0.11 0.94  0.18
14 H -0.81 1.10 1.34  0.42
15 H -0.22 1.51 -0.89  0.43
16 H -0.46 -0.22 -0.82  -0.24
17 H -1.49 1.26 -2.85  0.57
18 H -3.79 0.59 -2.91  0.45
19 H -3.23 -1.05 -0.44  0.32
20 H -4.68 -0.97 -1.43  0.43
21 H -5.68 0.72 -0.23  0.45
22 H -4.89 -0.25 1.00  0.34
23 H -4.26 4.05 -3.23  0.39
24 H -3.21 2.73 -3.50  0.32
25 H -2.53 4.30 -3.01  0.34
26 P 3.63 -2.41 -0.81  -0.10
27 P 3.16 -1.33 2.01  -0.25
28 N 2.83 -3.57 -1.83  0.33
29 N 5.20 -2.54 -1.66  0.35
30 N 1.85 -2.25 2.76  0.49
31 N 3.80 -0.69 3.51  0.35
32 C 4.02 -3.58 0.58  -0.62
33 C 4.34 -2.77 1.85  -1.04
34 C 1.48 -3.37 -2.21  -0.37
35 C 1.02 -4.54 -2.79  -0.59
36 C 2.10 -5.49 -2.77  -0.63
37 C 3.19 -4.88 -2.17  -0.11
38 C 5.70 -1.44 -2.38  -0.42
39 C 6.98 -1.75 -2.83  -0.60
40 C 7.29 -3.08 -2.38  -0.77
41 C 6.17 -3.54 -1.68  -0.11
42 C 0.51 -1.88 2.54  -0.39
43 C -0.31 -2.82 3.16  -0.39
44 C 0.54 -3.80 3.77  -1.03
45 C 1.86 -3.42 3.51  -0.18
46 C 3.97 -1.28 4.77  -0.10
47 C 4.80 -0.46 5.53  -0.61
48 C 5.17 0.66 4.71  -0.54
49 C 4.56 0.49 3.48  -0.43
50 H 4.89 -4.20 0.31  0.42
51 H 3.16 -4.25 0.75  0.46
52 H 4.29 -3.42 2.74  0.39
53 H 5.36 -2.33 1.79  0.50
54 H 1.02 -2.41 -2.03  0.33
55 H 0.02 -4.71 -3.17  0.41
56 H 2.07 -6.51 -3.14  0.43
57 H 4.19 -5.24 -1.98  0.21
58 H 5.09 -0.55 -2.51  0.40
59 H 7.63 -1.10 -3.42  0.40
60 H 8.21 -3.63 -2.55  0.42
61 H 6.00 -4.51 -1.22  0.32
62 H 0.28 -0.98 1.99  0.24
63 H -1.39 -2.82 3.18  0.45
64 H 0.24 -4.68 4.32  0.43
65 H 2.78 -3.88 3.84  0.43
66 H 3.47 -2.21 5.02  0.28
67 H 5.10 -0.64 6.55  0.43
68 H 5.82 1.48 4.99  0.41
69 H 4.58 1.09 2.57  0.35
70 O -4.03 5.69 -1.09  -0.49
71 B -4.28 4.26 -1.01  0.56
72 O -5.70 4.10 -0.68  -0.56
73 C -6.25 5.35 -0.69  0.71
74 C -7.59 5.70 -0.78  -0.84
75 C -7.91 6.96 -1.30  -0.39
76 C -6.92 7.87 -1.67  -0.50
77 C -5.56 7.56 -1.49  -0.85
78 C -5.24 6.30 -1.00  0.59
79 H -8.36 4.99 -0.47  0.41
80 H -8.96 7.25 -1.41  0.34
81 H -7.18 8.84 -2.10  0.35
82 H -4.77 8.24 -1.77  0.44

molecular weight = 655.15 g mol⁻¹
charge = 0
⟨S²⟩ = 2.0216
2S+1 = 3
HOMO (spin up / spin down) = -5.1 / -8.3 eV


Entry from OMol25: a molecular structure, C32H52FN3O3P2Ti (ωB97M-V/def2-TZVPD).

Last column: Mulliken charge in e.
Positions of all 94 atoms, in Å:
1 Ti 0.00 0.06 0.39  -1.58
2 C -4.04 -3.01 0.76  -1.16
3 C -4.08 -1.48 0.82  0.36
4 C -4.37 -0.96 2.23  -1.37
5 P -2.61 -0.72 -0.04  0.72
6 C -3.04 -1.10 -1.83  0.66
7 C -2.99 0.06 -2.82  -1.37
8 C -2.12 -2.24 -2.30  -1.48
9 C -2.89 1.05 0.31  -0.43
10 C -3.91 1.86 -0.19  -0.77
11 C -3.94 3.20 0.11  -1.01
12 C -2.93 3.77 0.88  -1.01
13 C -1.93 2.98 1.42  -0.55
14 C -1.95 1.60 1.20  0.50
15 N -1.06 0.69 1.85  1.44
16 C -0.69 0.86 3.21  0.20
17 C -1.37 1.68 4.12  -0.51
18 C -0.91 1.80 5.42  -0.95
19 C 0.20 1.11 5.87  -0.96
20 C 0.85 0.26 4.99  -0.40
21 C 0.41 0.14 3.68  -0.62
22 P 1.06 -0.99 2.46  2.29
23 C 0.36 -2.65 2.87  0.94
24 C -1.14 -2.55 3.12  -1.52
25 C 1.06 -3.29 4.08  -1.57
26 C 2.86 -1.13 2.79  0.32
27 C 3.56 0.23 2.64  -1.55
28 C 3.54 -2.21 1.94  -1.58
29 H -4.98 -3.42 1.13  0.45
30 H -3.24 -3.41 1.38  0.10
31 H -3.90 -3.38 -0.26  0.35
32 H -4.89 -1.12 0.17  0.84
33 H -3.67 -1.36 2.97  0.14
34 H -5.37 -1.29 2.52  0.55
35 H -4.34 0.13 2.28  0.24
36 H -4.06 -1.49 -1.80  0.81
37 H -2.10 0.67 -2.69  -0.20
38 H -3.85 0.71 -2.74  0.36
39 H -2.99 -0.34 -3.84  0.59
40 H -1.09 -1.90 -2.35  0.06
41 H -2.42 -2.57 -3.29  0.64
42 H -2.16 -3.10 -1.63  0.29
43 H -4.70 1.43 -0.80  0.56
44 H -4.75 3.82 -0.26  0.48
45 H -2.93 4.83 1.08  0.50
46 H -1.16 3.42 2.03  0.72
47 H -2.26 2.22 3.81  0.59
48 H -1.45 2.45 6.10  0.43
49 H 0.56 1.23 6.88  0.50
50 H 1.71 -0.30 5.33  0.45
51 H 0.52 -3.26 1.98  0.10
52 H -1.34 -2.00 4.04  0.30
53 H -1.56 -3.55 3.22  0.76
54 H -1.64 -2.04 2.31  -0.24
55 H 0.97 -2.65 4.96  0.32
56 H 2.11 -3.51 3.91  0.33
57 H 0.55 -4.23 4.31  0.51
58 H 2.90 -1.44 3.83  0.73
59 H 3.40 0.65 1.64  0.10
60 H 4.64 0.11 2.78  0.50
61 H 3.21 0.95 3.37  0.34
62 H 3.85 -1.80 0.97  0.13
63 H 2.90 -3.08 1.75  0.31
64 H 4.44 -2.56 2.43  0.52
65 C -0.34 1.59 -4.26  -1.07
66 N 0.88 1.76 -3.48  0.13
67 C 1.89 2.68 -4.04  -1.16
68 C 1.03 1.18 -2.31  1.03
69 O 0.12 0.50 -1.77  0.15
70 C 2.38 1.27 -1.60  -2.21
71 O 2.50 0.19 -0.70  -0.27
72 C 2.82 -1.04 -1.30  -2.30
73 C 1.75 -2.07 -0.96  1.04
74 O 0.72 -1.69 -0.35  0.39
75 N 1.91 -3.32 -1.33  0.36
76 C 3.10 -3.81 -2.03  -1.04
77 C 0.90 -4.34 -1.01  -0.83
78 H -0.06 1.55 -5.31  0.50
79 H -0.83 0.66 -3.98  0.37
80 H -1.03 2.42 -4.11  0.33
81 H 2.47 2.19 -4.83  0.33
82 H 1.38 3.53 -4.47  0.41
83 H 2.57 3.05 -3.28  0.47
84 H 3.20 1.25 -2.32  0.74
85 H 2.44 2.18 -1.02  0.51
86 H 2.89 -0.95 -2.39  0.64
87 H 3.78 -1.38 -0.94  0.77
88 H 3.75 -3.01 -2.35  0.43
89 H 3.66 -4.48 -1.36  0.33
90 H 2.79 -4.38 -2.90  0.33
91 H 0.05 -3.88 -0.53  0.06
92 H 0.58 -4.83 -1.93  0.40
93 H 1.34 -5.08 -0.35  0.35
94 F 0.74 1.68 0.42  -0.38

molecular weight = 655.60 g mol⁻¹
charge = +2
2S+1 = 1
HOMO = -12.7 eV


Entry from OMol25: C4H8N4 in the gas phase (ωB97M-V/def2-TZVPD).

Last column: Mulliken charge in e.
Positions of all 16 atoms, in Å:
1 C 1.40 -0.07 1.16  -0.87
2 N 0.70 0.54 -0.02  -0.47
3 C 1.51 -0.27 -1.00  -0.79
4 N -0.58 0.19 -0.09  0.92
5 C -1.66 1.06 -0.19  0.00
6 C -2.71 0.22 0.09  -0.50
7 N -2.28 -1.11 0.10  -0.56
8 N -0.95 -1.01 -0.10  -0.27
9 H 1.26 -1.15 1.13  0.40
10 H 2.57 0.02 1.05  0.29
11 H 0.93 0.40 2.20  0.26
12 H 1.64 -1.41 -0.76  0.29
13 H 0.96 -0.31 -1.97  0.34
14 H 2.50 0.30 -1.35  0.30
15 H -1.41 2.18 -0.33  0.34
16 H -3.86 0.41 0.08  0.32

molecular weight = 112.14 g mol⁻¹
energy above the lowest of the compared OMol25 structures with the same formula, charge and spin = 432.9 kJ/mol
charge = 0
2S+1 = 1
HOMO = -9.9 eV
structure (SMILES) = CN(C)n1ccnn1


Entry from OMol25: a molecular structure, C10H16N4O2S2 (ωB97M-V/def2-TZVPD).

Last column: Mulliken charge in e.
Positions of all 34 atoms, in Å:
1 C 0.68 -0.25 -1.26  -0.89
2 C 1.30 -1.25 -2.16  -0.61
3 C 0.56 -2.63 -1.95  -0.51
4 C 0.79 -3.32 -0.63  -0.81
5 N -0.17 -2.84 0.11  -0.11
6 C 0.22 -2.46 1.55  0.52
7 O 1.45 -2.46 2.07  -0.64
8 C -1.17 -2.00 2.35  -1.05
9 H -0.82 -1.30 3.10  0.37
10 H -1.46 -2.80 2.90  0.61
11 S -2.59 -1.32 1.64  -0.12
12 C -1.93 0.18 1.13  0.47
13 N -0.65 0.77 1.42  -0.24
14 N -0.43 2.00 1.29  -0.46
15 C -1.31 2.46 0.27  0.64
16 N -1.05 3.64 -0.15  -0.22
17 C -0.04 4.73 -0.19  0.51
18 O -0.24 5.67 -0.73  -0.38
19 C 0.83 4.48 0.80  -1.02
20 H 1.70 5.20 0.89  0.30
21 H 0.55 4.15 1.73  0.38
22 H 1.51 3.37 0.65  0.24
23 H -1.98 3.94 -0.73  0.21
24 S -2.52 1.36 0.19  -0.37
25 H -1.44 -2.88 -0.02  0.35
26 H 0.63 -4.39 -0.64  0.42
27 H 1.90 -3.15 -0.28  0.29
28 H -0.54 -2.69 -2.17  0.26
29 H 1.25 -3.53 -2.62  0.26
30 H 2.43 -1.42 -1.84  0.30
31 H 1.15 -1.13 -3.16  0.35
32 H -0.50 -0.34 -1.63  0.10
33 H 1.02 0.69 -1.54  0.37
34 H 0.87 -0.49 -0.36  0.45

molecular weight = 288.40 g mol⁻¹
energy above the lowest of the compared OMol25 structures with the same formula, charge and spin = 1073.6 kJ/mol
charge = 0
2S+1 = 1
HOMO = -7.9 eV


Entry from OMol25: CH6NOP in the gas phase (ωB97M-V/def2-TZVPD).

Last column: Mulliken charge in e.
Positions of all 10 atoms, in Å:
1 C -0.91 0.01 -0.06  -0.73
2 N 0.20 0.76 0.48  -0.21
3 P 1.77 0.65 -0.10  0.05
4 O 2.07 -0.95 0.12  -0.49
5 H -0.56 -0.56 -0.92  0.28
6 H -1.32 -0.68 0.68  0.22
7 H -1.72 0.68 -0.38  0.29
8 H -0.05 1.59 1.00  0.26
9 H 1.42 0.30 -1.73  0.01
10 H 2.57 -1.18 0.91  0.32

molecular weight = 79.04 g mol⁻¹
energy above the lowest of the compared OMol25 structures with the same formula, charge and spin = 104.5 kJ/mol
charge = 0
2S+1 = 1
HOMO = -9.0 eV
structure (SMILES) = CNPO


Entry from OMol25: a molecular structure, C45H66BrF6GeN5P4Sr (ωB97M-V/def2-TZVPD).

Last column: Mulliken charge in e.
Positions of all 129 atoms, in Å:
1 Sr -2.17 -1.09 -1.38  1.49
2 C 0.59 -3.57 1.24  -1.05
3 C 0.60 -4.26 -0.13  0.20
4 C -0.57 -5.23 -0.27  -1.55
5 P 0.61 -2.98 -1.46  1.12
6 C 2.39 -2.49 -1.44  -2.32
7 N 2.78 -1.43 -0.52  0.06
8 Ge 1.25 0.06 0.41  1.62
9 N 1.69 1.75 -0.27  0.41
10 C 0.76 2.48 -1.13  -2.57
11 P -0.31 1.45 -2.22  1.22
12 C -1.46 2.73 -2.92  0.67
13 C -1.08 4.20 -2.73  -1.71
14 C -2.87 2.48 -2.37  -1.29
15 C 0.77 0.95 -3.63  1.95
16 C 1.73 2.02 -4.14  -1.60
17 C -0.10 0.42 -4.78  -2.03
18 C 2.53 2.56 0.50  0.38
19 C 2.60 3.95 0.46  -1.18
20 C 3.43 4.63 1.35  -0.79
21 C 4.19 3.96 2.30  -1.50
22 C 4.15 2.57 2.33  0.46
23 C 3.34 1.90 1.42  0.02
24 N 3.35 0.44 1.27  1.35
25 C 4.37 0.05 0.31  -0.69
26 C 5.61 0.65 0.26  -0.01
27 C 6.55 0.21 -0.68  -1.04
28 C 6.24 -0.83 -1.57  -0.91
29 C 5.01 -1.41 -1.55  -1.03
30 C 4.02 -0.98 -0.61  0.46
31 C 3.39 -0.28 2.52  0.15
32 C 4.51 -0.91 3.00  -0.32
33 C 4.45 -1.57 4.23  -1.09
34 C 3.28 -1.59 4.97  -0.93
35 C 2.14 -0.97 4.50  -1.12
36 C 2.16 -0.30 3.24  0.69
37 N 1.12 0.28 2.63  1.12
38 C -0.21 0.24 3.21  -1.56
39 P -1.18 1.80 2.91  0.23
40 C -2.73 1.36 3.82  0.90
41 C -3.29 0.00 3.46  -1.75
42 C -3.77 2.45 3.54  -1.50
43 C -0.43 3.00 4.10  0.29
44 C 0.80 3.67 3.49  -1.56
45 C -0.12 2.47 5.50  -1.68
46 C 0.63 -3.96 -3.03  0.33
47 C 0.68 -3.03 -4.24  -1.24
48 C 1.70 -5.05 -3.12  -1.75
49 H 0.65 -4.30 2.04  0.58
50 H -0.32 -2.98 1.38  -0.19
51 H 1.44 -2.88 1.36  -0.01
52 H 1.52 -4.83 -0.21  0.64
53 H -1.54 -4.72 -0.23  0.07
54 H -0.55 -5.96 0.54  0.50
55 H -0.54 -5.79 -1.21  0.32
56 H 2.64 -2.20 -2.47  0.69
57 H 3.00 -3.38 -1.22  0.98
58 H 1.32 3.15 -1.79  0.84
59 H 0.09 3.12 -0.54  0.40
60 H -1.48 2.52 -3.99  0.37
61 H -1.15 4.51 -1.69  0.35
62 H -1.76 4.83 -3.30  0.48
63 H -0.07 4.43 -3.08  0.36
64 H -2.89 2.57 -1.28  0.26
65 H -3.24 1.49 -2.65  0.18
66 H -3.58 3.21 -2.78  0.52
67 H 1.36 0.11 -3.24  -0.94
68 H 1.20 2.93 -4.42  0.26
69 H 2.25 1.66 -5.03  0.47
70 H 2.50 2.28 -3.41  0.31
71 H -0.49 1.24 -5.38  0.49
72 H -0.96 -0.18 -4.46  0.36
73 H 0.50 -0.20 -5.45  0.49
74 H 2.00 4.51 -0.24  0.50
75 H 3.46 5.71 1.30  0.45
76 H 4.81 4.50 3.00  0.47
77 H 4.74 2.01 3.05  0.58
78 H 5.86 1.46 0.93  0.66
79 H 7.52 0.67 -0.70  0.48
80 H 6.99 -1.16 -2.28  0.46
81 H 4.77 -2.20 -2.25  0.62
82 H 5.43 -0.90 2.43  0.61
83 H 5.34 -2.06 4.61  0.48
84 H 3.25 -2.09 5.93  0.48
85 H 1.23 -1.02 5.08  0.52
86 H -0.21 -0.05 4.26  0.76
87 H -0.77 -0.54 2.67  -0.10
88 H -2.51 1.37 4.89  0.30
89 H -4.23 -0.18 3.99  0.50
90 H -2.63 -0.83 3.71  0.34
91 H -3.51 -0.06 2.39  0.27
92 H -4.04 2.46 2.48  0.25
93 H -3.41 3.45 3.79  0.37
94 H -4.68 2.28 4.12  0.45
95 H -1.21 3.77 4.18  0.63
96 H 1.65 2.98 3.46  0.15
97 H 1.10 4.53 4.09  0.55
98 H 0.62 4.01 2.47  0.37
99 H 0.53 1.59 5.46  0.23
100 H -1.01 2.21 6.07  0.38
101 H 0.42 3.23 6.07  0.48
102 H -0.35 -4.44 -3.03  0.43
103 H 1.64 -2.51 -4.31  0.29
104 H -0.12 -2.29 -4.21  -0.08
105 H 0.56 -3.60 -5.16  0.51
106 H 2.70 -4.63 -3.22  0.27
107 H 1.52 -5.66 -4.01  0.50
108 H 1.69 -5.73 -2.26  0.36
109 C -7.63 1.26 -0.87  -1.47
110 C -6.62 0.23 -0.47  0.40
111 C -6.99 -1.02 0.03  -0.58
112 C -6.03 -1.95 0.38  -0.99
113 C -4.72 -1.59 0.19  0.59
114 Br -3.31 -2.80 0.72  -0.14
115 N -4.31 -0.43 -0.30  0.59
116 C -5.26 0.46 -0.62  -0.89
117 H -8.59 1.08 -0.40  0.42
118 H -7.78 1.25 -1.95  0.30
119 H -7.29 2.26 -0.59  0.40
120 H -8.04 -1.26 0.16  0.45
121 H -6.30 -2.92 0.78  0.57
122 H -4.91 1.41 -1.01  0.34
123 F -2.21 -3.01 -2.52  -0.34
124 P -3.54 -2.96 -3.65  1.74
125 F -3.28 -4.46 -3.99  -0.32
126 F -2.48 -2.44 -4.72  -0.39
127 F -4.46 -3.31 -2.40  -0.35
128 F -4.75 -2.75 -4.61  -0.29
129 F -3.65 -1.32 -3.13  -0.73

molecular weight = 1155.08 g mol⁻¹
energy above the lowest of the compared OMol25 structures with the same formula, charge and spin = 69.6 kJ/mol
charge = +2
2S+1 = 1
HOMO (spin up / spin down) = -12.4 / -12.4 eV